80
Properties=species:S:1:pos:R:3:mulliken_charge:R:1 method="wB97M-V/def2-TZVPD" de_lowest_kj_mol=0.00 total_energy_ha=-2965.89106 e_homo_ev="-7.17 / -7.78" s_squared=6.0150 spin_multiplicity=5
Ir 0.87761 -0.65461 -0.36067 2.32
C 4.72744 -0.18580 1.24524 -0.67
O 5.30899 -1.37093 0.70071 -0.52
C 4.97107 -1.66545 -0.59330 0.34
C 5.98570 -1.87029 -1.49941 -0.53
C 5.71079 -2.22509 -2.82376 -0.71
C 4.40448 -2.35454 -3.22356 -1.05
C 3.34545 -2.13774 -2.32641 0.77
C 2.00132 -2.33232 -2.81079 -0.44
N 0.94873 -1.96275 -2.17714 0.50
N -0.26098 -2.29966 -2.74447 -0.79
C -1.24271 -1.91804 -1.98060 -0.08
O -1.11437 -1.31031 -0.84315 -0.90
C -2.63513 -2.19801 -2.43102 0.38
C -3.68686 -2.00665 -1.54075 -0.24
C -4.99314 -2.25713 -1.93654 -0.92
C -5.25537 -2.69361 -3.22654 -0.36
C -4.20697 -2.88336 -4.11921 -0.66
C -2.90171 -2.63891 -3.72510 -0.39
C 3.61379 -1.81853 -0.97563 0.58
O 2.67634 -1.70076 -0.05665 -0.79
H 5.44540 0.21193 1.96089 0.37
H 3.78707 -0.41177 1.74471 0.16
H 4.54858 0.55837 0.46503 0.28
H 7.00355 -1.75224 -1.14979 0.46
H 6.51972 -2.38733 -3.52250 0.39
H 4.16843 -2.62142 -4.24710 0.39
H 1.86104 -2.82886 -3.77015 0.38
H -3.46698 -1.65775 -0.53974 0.51
H -5.80685 -2.11124 -1.23734 0.39
H -6.27449 -2.88387 -3.53810 0.39
H -4.40979 -3.22313 -5.12670 0.39
H -2.07561 -2.78562 -4.40697 0.45
C -0.31750 -3.14311 1.79127 -1.07
C -0.98219 -1.85293 2.24754 -0.13
N -0.20105 -1.15167 3.26519 0.58
C -0.50851 -1.49185 4.65136 -0.98
C -1.69607 -0.71273 5.19771 -1.03
C 0.73482 -0.25553 2.93444 0.96
C 1.42792 0.49301 4.04415 -2.15
N 1.07587 0.00901 1.70231 0.50
H -0.91172 -3.61503 1.00959 0.30
H -0.22029 -3.84009 2.62692 0.42
H 0.68522 -2.96804 1.39487 0.10
H -1.95230 -2.08161 2.69367 0.40
H -1.16659 -1.17515 1.41935 -0.37
H 0.37024 -1.33318 5.27124 0.53
H -0.71428 -2.56343 4.68091 0.38
H -1.48924 0.35862 5.21097 0.21
H -1.91807 -1.03216 6.21653 0.44
H -2.58696 -0.87478 4.58987 0.31
H 2.17824 -0.14476 4.51580 0.41
H 0.72983 0.82577 4.81035 0.46
H 1.93119 1.36398 3.63014 0.44
H 1.71548 0.79824 1.69126 -0.45
S 1.80955 3.28357 1.26112 -0.46
P 0.61645 2.79949 -0.21504 1.04
S 1.35405 1.34225 -1.50540 -0.67
C 0.20786 4.22160 -1.27090 0.64
C 0.01072 5.45010 -0.64083 -0.60
C -0.36402 6.55767 -1.38267 -0.65
C -0.53734 6.44806 -2.75742 -0.41
C -0.33558 5.23031 -3.38627 -0.73
C 0.03459 4.11468 -2.64537 -0.26
C -1.01422 2.20406 0.34697 0.34
C -1.94113 1.74101 -0.58343 -0.39
C -3.18809 1.30490 -0.16382 -0.57
C -3.51354 1.33099 1.18557 -0.68
C -2.59204 1.79489 2.11589 -0.61
C -1.34273 2.23122 1.69789 -0.54
H 0.16958 5.53538 0.42703 0.30
H -0.51401 7.50942 -0.88987 0.39
H -0.82478 7.31560 -3.33742 0.37
H -0.46212 5.14346 -4.45761 0.39
H 0.19348 3.16561 -3.14007 0.36
H -1.68190 1.70226 -1.63490 0.29
H -3.89759 0.93227 -0.89144 0.47
H -4.48800 0.99004 1.51318 0.40
H -2.84867 1.82151 3.16770 0.48
H -0.60912 2.59447 2.40817 0.45